Entry 1:
Entry from OMol25: C32H36N2O3PRuS5 as an isolated structure (ωB97M-V with the def2-TZVPD basis set).

```
80
Properties=species:S:1:pos:R:3:forces:R:3
Ru 0.6965 -0.1310 0.7191 0.4 -0.2 0.1
C 1.7862 1.3993 4.2435 0.0 0.0 0.0
C 1.1266 0.0620 4.5702 0.0 0.0 0.0
S 0.6290 -1.0162 3.1856 -0.1 -0.1 0.0
C 1.9298 -2.2706 3.0634 0.0 0.0 0.0
C 3.3139 -1.7690 2.7008 0.0 0.0 0.0
S 3.3194 -0.7982 1.1629 -0.1 0.0 0.0
C 4.4774 0.5431 1.5475 0.0 0.0 0.0
C 3.9034 1.7056 2.3398 0.0 -0.1 0.0
S 3.5957 1.3880 4.1013 0.0 0.0 0.0
H 1.5596 2.0799 5.0648 0.0 0.0 0.0
H 1.3551 1.8394 3.3435 0.0 0.0 0.0
H 0.1902 0.2342 5.1014 0.0 0.0 0.0
H 1.7568 -0.5469 5.2197 0.0 0.0 0.0
H 1.5526 -2.9754 2.3182 0.0 0.0 0.0
H 1.9655 -2.8084 4.0116 0.0 0.0 0.0
H 3.9817 -2.6196 2.5656 0.0 0.0 0.0
H 3.7106 -1.1323 3.4875 0.0 0.0 0.0
H 4.8360 0.8874 0.5755 0.0 0.0 0.0
H 5.3304 0.0870 2.0511 0.0 0.0 0.0
H 2.9673 2.0330 1.8921 0.0 0.0 0.0
H 4.6062 2.5383 2.2859 0.0 0.0 0.0
N 1.5776 -1.0571 -1.4521 0.0 -0.1 -0.1
C 0.6532 -1.7793 -2.2632 0.0 0.0 0.1
C 0.1211 -1.1807 -3.4026 0.0 0.0 0.0
C -0.9270 -1.7900 -4.0626 0.0 0.0 0.1
C -1.4400 -2.9806 -3.5429 -0.3 0.0 0.0
C -0.8246 -3.6529 -2.4818 0.0 0.1 -0.1
C 0.2224 -3.0348 -1.8363 0.0 0.0 0.0
S -3.0156 -3.5728 -4.1375 0.2 0.0 0.0
O -2.1586 -4.3579 -5.1345 0.0 -0.1 0.0
O -3.6314 -4.3813 -3.1341 0.0 0.0 0.0
O -3.7523 -2.4996 -4.7220 0.0 0.0 0.0
H 1.9593 -0.2573 -1.9530 0.0 0.0 0.0
H 2.3578 -1.6389 -1.1602 0.0 0.0 0.0
H 0.5101 -0.2293 -3.7482 0.0 0.0 0.0
H -1.3899 -1.3405 -4.9314 0.0 0.0 0.0
H -1.2177 -4.6051 -2.1500 0.0 0.0 0.0
H 0.6769 -3.4996 -0.9685 0.0 0.0 0.0
S -3.4747 -0.7453 -1.3411 0.0 0.0 0.0
C -1.9075 -0.2194 -0.9748 0.0 -0.1 0.0
N -1.2359 -0.9162 -0.0941 -0.1 0.1 0.1
C -2.0068 -1.9959 0.3544 0.1 0.0 0.0
C -1.5977 -3.0047 1.2269 0.0 0.0 0.0
C -2.4740 -4.0304 1.5057 0.0 0.0 0.0
C -3.7501 -4.0734 0.9257 0.0 0.0 0.0
C -4.1639 -3.0935 0.0513 0.0 0.0 0.0
C -3.2751 -2.0554 -0.2255 0.0 -0.1 0.0
H -1.4888 0.6462 -1.4682 0.0 -0.1 0.0
H -0.6102 -2.9902 1.6688 0.0 0.0 0.0
H -2.1714 -4.8239 2.1758 0.0 0.0 0.0
H -4.4120 -4.8970 1.1553 0.0 0.0 0.0
H -5.1332 -3.1414 -0.4252 0.0 0.0 0.0
C 1.2710 3.7739 1.0265 0.0 0.0 0.0
P 0.4222 2.3230 0.3219 -0.2 0.1 -0.1
C -1.3258 2.7287 0.5313 0.0 0.0 0.0
C -1.8940 3.8777 -0.0241 0.0 0.0 0.0
C -3.2274 4.1757 0.2066 0.0 0.0 0.0
C -3.9993 3.3433 1.0082 0.0 0.0 0.0
C -3.4358 2.2169 1.5908 0.0 0.0 0.0
C -2.1043 1.9125 1.3521 0.0 0.0 0.0
C 0.8661 2.3728 -1.4420 0.0 0.0 0.0
C -0.0540 2.4516 -2.4853 0.0 0.0 0.0
C 0.3820 2.4479 -3.8060 0.0 0.0 0.0
C 1.7349 2.3607 -4.0965 0.0 0.0 0.0
C 2.6622 2.2776 -3.0619 0.0 0.0 0.0
C 2.2300 2.2798 -1.7456 0.0 0.0 0.0
H 0.8218 4.6614 0.5798 0.0 0.0 0.0
H 2.3381 3.7747 0.8113 0.0 0.0 0.0
H 1.1128 3.8075 2.1044 0.0 0.0 0.0
H -1.2984 4.5520 -0.6282 0.0 0.0 -0.1
H -3.6632 5.0644 -0.2301 0.0 0.0 0.0
H -5.0395 3.5813 1.1873 0.0 0.0 0.0
H -4.0308 1.5783 2.2303 0.0 0.0 0.0
H -1.6789 1.0241 1.8090 0.0 0.0 0.0
H -1.1130 2.5371 -2.2809 0.0 0.1 0.0
H -0.3410 2.5261 -4.6077 0.0 0.0 0.0
H 2.0704 2.3681 -5.1253 0.0 0.0 0.0
H 3.7203 2.2251 -3.2850 0.0 0.0 0.0
H 2.9638 2.2265 -0.9458 0.0 0.0 0.0
```
Positions in Å, forces in eV/Å.

Frontier orbital gap (alpha / beta) (eV): 8.830 / 6.414
Total energy (Ha): -4002.81114
2S+1: 6
<S²>: 8.7781
Total charge: +2
F_max (eV/A): 0.4
Relative energy (zero: lowest compared OMol25 entry of this formula, charge and spin) (eV): 0.061


Entry 2:
Entry from OMol25: C32H32IInN5OSSi as an isolated structure (ωB97M-V with the def2-TZVPD basis set).

```
74
Properties=species:S:1:pos:R:3:forces:R:3
In -0.5009 0.0992 0.1284 -0.4 0.0 0.7
N 1.0404 1.5742 1.3365 0.1 -0.2 -0.6
C 1.2184 1.6162 2.7661 0.1 0.0 0.4
C 2.1474 2.5376 3.2441 0.0 0.0 0.0
C 2.4678 2.6216 4.5831 0.0 0.0 0.0
C 1.8370 1.7661 5.4694 0.0 0.0 0.0
C 0.8889 0.8805 5.0031 0.1 0.0 0.0
C 0.5310 0.7742 3.6501 0.2 0.4 0.1
C -0.4943 -0.2450 3.3234 -0.3 -0.3 -0.1
C -1.4041 -0.5804 4.3359 0.1 0.2 0.0
C -2.2351 -1.6766 4.2430 -0.1 -0.2 0.0
C -2.1703 -2.4893 3.1259 -0.1 0.0 0.0
C -1.3785 -2.0882 2.0635 0.1 -0.2 -0.1
C -0.5518 -0.9684 2.1192 -0.1 0.5 -1.1
H 1.8070 1.0371 0.9300 0.1 0.2 0.0
H 1.1277 2.5172 0.9577 -0.1 -0.2 0.0
H 2.6395 3.1969 2.5379 0.0 0.0 -0.1
H 3.2122 3.3226 4.9251 0.1 0.1 0.0
H 2.0856 1.7779 6.5206 0.0 0.0 0.0
H 0.4248 0.2242 5.7203 0.0 -0.1 0.0
H -1.4888 0.0464 5.2105 0.0 0.0 0.1
H -2.9201 -1.9020 5.0465 0.0 0.0 0.1
H -2.7689 -3.3853 3.0676 -0.1 -0.1 -0.1
H -1.4023 -2.6746 1.1479 -0.1 0.0 0.0
N -0.7325 -3.8697 -2.1102 0.3 0.2 0.2
C -2.0058 -3.4864 -2.4580 -0.6 0.6 0.0
C -3.0721 -4.1645 -3.0336 0.0 0.0 0.0
C -4.2478 -3.4576 -3.1877 0.1 -0.1 0.0
C -4.3584 -2.1175 -2.8012 0.1 0.2 0.0
C -3.2994 -1.4331 -2.2486 0.2 -0.1 0.0
C -2.1126 -2.1351 -2.0607 -0.5 -0.8 -0.5
N -0.9286 -1.7453 -1.4987 0.9 0.4 0.8
C -0.1367 -2.7931 -1.5234 -0.4 -0.1 -0.3
C 1.1779 -2.8000 -0.9296 0.9 -0.8 0.1
C 2.0751 -3.8378 -0.9112 -0.1 0.3 0.1
S 3.4482 -3.4344 0.0200 -0.5 0.4 -0.1
C 2.7375 -1.8898 0.3181 0.5 -0.5 0.1
N 1.5904 -1.6999 -0.2356 -0.5 0.7 -0.1
H -0.3417 -4.7905 -2.2283 0.0 0.1 0.1
H -2.9901 -5.1942 -3.3430 0.0 -0.1 0.0
H -5.1092 -3.9506 -3.6088 -0.1 -0.1 -0.1
H -5.2963 -1.6081 -2.9447 -0.2 0.1 0.0
H -3.3718 -0.4018 -1.9428 -0.1 0.0 0.0
H 2.0117 -4.7975 -1.3819 -0.1 -0.2 -0.1
H 3.2311 -1.1658 0.9419 0.1 0.1 0.1
N 1.9900 1.8148 -3.6868 0.0 0.1 -0.4
C 2.0777 1.3980 -2.4278 0.5 0.0 0.0
O 1.1032 1.2652 -1.6965 -0.4 -0.2 0.4
C 3.4435 1.0734 -1.8500 0.3 0.0 -0.1
I 5.1794 1.3683 -3.0894 -0.3 -0.1 0.2
H 1.0816 2.0240 -4.0706 0.0 0.0 0.1
H 2.8038 1.9322 -4.2754 -0.1 0.0 0.2
H 3.4356 0.0261 -1.5497 0.0 0.1 -0.1
H 3.5886 1.6842 -0.9597 0.0 0.0 -0.1
C -2.4279 2.8012 -1.8518 -0.1 -0.5 0.6
Si -2.3716 1.9462 -0.1456 0.2 0.1 -0.1
C -2.0337 3.2629 1.1984 0.0 -0.6 -0.4
C -3.9311 0.9579 0.2880 0.3 0.5 -0.3
C -3.9660 0.2416 1.4807 0.1 0.1 0.1
C -5.0786 -0.4974 1.8359 -0.1 -0.1 0.1
C -6.1813 -0.5431 0.9965 0.0 0.0 0.0
C -6.1592 0.1575 -0.1975 -0.1 0.0 -0.1
C -5.0465 0.9042 -0.5430 0.0 0.1 0.0
H -3.2664 3.4873 -1.9308 -0.2 0.1 0.0
H -2.5002 2.0837 -2.6643 0.0 -0.1 -0.1
H -1.5200 3.3782 -2.0001 0.2 0.0 0.0
H -2.9270 3.8474 1.4040 -0.2 0.0 0.0
H -1.2547 3.9547 0.8885 0.2 0.1 -0.1
H -1.7189 2.8008 2.1311 0.0 -0.1 0.2
H -3.1114 0.2695 2.1458 0.1 -0.1 0.1
H -5.0886 -1.0378 2.7701 0.0 -0.1 0.1
H -7.0573 -1.1149 1.2693 0.0 0.0 0.0
H -7.0149 0.1324 -0.8572 -0.1 0.0 0.0
H -5.0445 1.4560 -1.4719 -0.1 0.1 -0.2
```
Positions in Å, forces in eV/Å.

Frontier orbital gap (eV): 7.569
Total energy (Ha): -2763.02456
Total charge: +1
F_max (eV/A): 1.3
Relative energy (zero: lowest compared OMol25 entry of this formula, charge and spin) (eV): 1.241


Entry 3:
Entry from OMol25: C19H23BiN8 as an isolated structure (ωB97M-V with the def2-TZVPD basis set).

```
51
Properties=species:S:1:pos:R:3:forces:R:3
Bi 1.2261 0.6102 0.0689 0.0 0.1 -0.1
C -0.9086 0.0840 -4.0513 0.0 0.0 0.0
C -0.5033 0.3440 -2.6434 0.0 0.0 0.0
N 0.5678 -0.1099 -2.1141 0.0 0.0 0.0
C 1.5338 -0.9822 -2.7890 0.0 0.1 0.0
C 2.7587 -1.2264 -1.8835 0.0 0.0 0.0
N 2.2647 -1.4946 -0.5192 -0.1 0.0 0.1
C 3.1172 -2.0027 0.5866 0.0 0.0 0.0
C 3.6279 -0.9318 1.5540 0.0 0.0 0.0
N 2.6029 0.0409 2.0158 0.0 0.0 0.0
C 1.6789 -0.2610 3.1286 0.0 0.0 0.0
C 0.6932 0.9095 3.2915 0.0 0.0 0.0
N 0.0218 1.2294 2.0220 0.0 0.0 0.0
C -1.1460 1.7330 1.9063 0.0 0.0 0.0
C -2.0153 2.1646 3.0381 0.0 0.0 0.0
C -1.7196 1.8026 0.5085 0.0 0.0 0.0
C -2.9985 2.2574 0.2279 0.0 0.0 0.0
C -3.4730 2.1366 -1.0722 0.0 0.0 0.0
C -2.6855 1.5512 -2.0536 0.0 0.0 0.0
C -1.4130 1.1139 -1.7102 0.0 0.0 0.0
N -0.9654 1.2826 -0.4636 0.0 0.0 0.0
H -0.0378 0.0863 -4.7055 0.0 0.0 0.0
H -1.6212 0.8111 -4.4266 0.0 0.0 0.0
H -1.3612 -0.9123 -4.1033 0.0 0.0 0.0
H 1.8635 -0.5530 -3.7373 0.0 0.0 0.0
H 1.0369 -1.9322 -3.0124 0.0 0.0 0.0
H 3.4145 -0.3505 -1.8651 0.0 0.0 0.0
H 3.3385 -2.0609 -2.2821 0.0 0.0 0.0
H 1.4919 -2.1469 -0.6039 0.0 0.0 0.0
H 3.9782 -2.5514 0.1998 0.0 0.0 0.0
H 2.5004 -2.7175 1.1307 0.0 0.0 0.0
H 4.4003 -0.3340 1.0657 0.0 0.0 0.0
H 4.1073 -1.4345 2.3974 0.0 0.0 0.0
H 3.1049 0.8908 2.2646 0.0 0.0 0.0
H 2.2174 -0.3945 4.0700 0.0 0.0 0.0
H 1.1468 -1.1801 2.9042 0.0 -0.1 0.0
H 1.2321 1.8020 3.6255 0.0 0.0 0.0
H -0.0274 0.6507 4.0667 0.0 0.0 0.0
H -2.8365 1.4518 3.1572 0.0 0.0 0.0
H -2.4561 3.1389 2.8305 0.0 0.0 0.0
H -1.4669 2.2362 3.9719 0.0 0.0 0.0
H -3.6331 2.6667 0.9988 0.0 0.0 0.0
H -4.4727 2.4719 -1.3126 0.0 0.0 0.0
H -3.0731 1.4194 -3.0522 0.0 0.0 0.0
N -0.0304 -1.1851 0.7914 0.0 0.0 -0.1
C -1.0646 -1.4349 0.2769 0.1 -0.3 0.3
C -2.2350 -1.7395 -0.3276 0.1 0.2 0.0
C -3.4268 -1.1897 0.2196 -0.1 0.0 -0.1
N -4.3352 -0.6488 0.6738 0.0 0.0 0.0
C -2.1250 -2.3406 -1.6104 0.0 -0.1 -0.1
N -1.8942 -2.7706 -2.6535 0.0 0.0 0.0
```
Positions in Å, forces in eV/Å.

Frontier orbital gap (eV): 7.317
Total energy (Ha): -1389.91635
Total charge: +2
F_max (eV/A): 0.4